Molecular formula: C28H48O10S
Method: DFT, the ωB97M-V functional and the def2-TZVPD basis

For the orbital gap, the calculation gives 9.129 eV. The calculation puts the LUMO energy at 0.33 eV. As for the total energy: -2246.05315 Ha.

ORCA input file:
```
! RIJCOSX wB97M-V def2-TZVPD def2/J DEFGRID3
* xyz 0 1
C 8.57 1.17 0.55
C 7.73 -0.01 -0.18
C 8.23 -0.66 -1.51
C 7.33 -1.74 -2.16
C 5.98 -2.20 -1.53
C 5.55 -1.52 -0.21
C 4.14 -1.87 0.52
C 3.18 -0.61 0.16
C 2.56 -0.79 -1.31
O 1.21 -0.19 -1.16
S 1.24 0.86 0.18
O 1.93 2.14 -0.22
O -0.11 0.94 0.81
O 2.18 -0.21 1.13
C 6.40 -0.41 0.51
H 8.41 2.10 -0.10
H 8.14 1.41 1.58
H 9.69 0.93 0.59
H 9.22 -0.34 -1.96
H 7.69 -2.19 -3.15
H 5.31 -3.00 -2.01
H 3.72 -2.84 0.09
H 4.28 -1.90 1.66
H 3.83 0.34 0.06
H 2.53 -1.86 -1.74
H 3.07 -0.02 -2.00
H 6.03 0.08 1.48
C -1.81 -1.31 -5.22
C -0.89 -2.21 -4.44
O -0.16 -3.01 -5.01
C -0.90 -2.09 -2.94
H -1.70 -1.51 -6.28
H -2.85 -1.51 -4.93
H -1.56 -0.27 -5.02
H -1.89 -2.33 -2.56
H -0.61 -1.08 -2.65
H -0.18 -2.80 -2.52
C -2.10 2.99 1.99
C -2.68 3.87 3.07
O -2.03 4.17 4.05
C -4.08 4.37 2.88
H -1.08 2.70 2.26
H -2.71 2.09 1.89
H -2.07 3.53 1.04
H -4.77 3.53 2.82
H -4.14 4.98 1.97
H -4.36 4.99 3.73
C -5.75 -3.05 -4.09
C -5.44 -1.80 -3.31
O -4.52 -1.07 -3.63
C -6.31 -1.48 -2.13
H -5.05 -3.15 -4.91
H -5.66 -3.92 -3.44
H -6.76 -2.99 -4.50
H -6.24 -2.28 -1.39
H -7.34 -1.34 -2.45
H -5.96 -0.55 -1.67
C -3.08 -0.46 0.05
C -3.62 -1.76 0.58
O -4.80 -2.04 0.50
C -2.64 -2.70 1.22
H -3.90 0.12 -0.38
H -2.64 0.12 0.86
H -2.34 -0.66 -0.73
H -2.17 -2.22 2.09
H -1.87 -3.00 0.50
H -3.16 -3.60 1.56
C -8.67 6.07 1.16
C -7.36 5.40 0.85
O -7.02 4.37 1.41
C -6.47 6.05 -0.18
H -9.20 5.49 1.92
H -8.49 7.08 1.55
H -9.28 6.12 0.26
H -6.19 7.05 0.15
H -6.99 6.09 -1.14
H -5.56 5.46 -0.30
C 7.77 -3.77 4.48
C 6.71 -2.84 3.96
O 6.32 -2.92 2.81
C 6.15 -1.82 4.91
H 8.08 -4.45 3.69
H 8.64 -3.20 4.81
H 7.37 -4.36 5.31
H 6.95 -1.16 5.26
H 5.68 -2.32 5.76
H 5.39 -1.22 4.40
*
```

=====

Molecular formula: C28H49BBr2N3O5S2
Method: DFT, the ωB97M-V functional and the def2-TZVPD basis

For the orbital gap, the calculation gives 8.066 eV. The calculation puts the LUMO energy at -3.25 eV. As for the total energy: -7605.82528 Ha.

ORCA input file:
```
! RIJCOSX wB97M-V def2-TZVPD def2/J DEFGRID3
* xyz 1 1
C 5.34 -5.14 0.64
C 5.91 -3.69 0.85
C 5.56 -2.83 -0.40
C 4.23 -2.03 -0.15
N 4.59 -0.62 0.05
C 4.84 0.10 -1.21
C 3.76 0.06 0.95
N 2.38 0.15 0.96
C 1.67 -0.88 1.77
C 1.19 -2.16 1.04
C 1.78 0.42 -0.36
C 0.41 1.09 -0.16
C -0.76 0.12 -0.27
C -1.67 0.01 0.75
C -2.73 -0.87 0.73
C -2.89 -1.68 -0.38
C -2.00 -1.56 -1.42
C -0.95 -0.68 -1.39
N 4.42 0.67 1.92
B 5.95 0.54 2.00
C 6.51 -0.48 3.05
O 6.74 1.28 1.20
C 3.73 1.45 2.92
Br 3.47 0.64 4.62
C 3.33 2.69 2.65
C 2.64 3.56 3.67
Br 3.61 3.44 0.91
H 4.70 -5.45 1.47
H 6.20 -5.81 0.50
H 4.71 -5.15 -0.25
H 5.48 -3.24 1.76
H 6.99 -3.72 1.02
H 5.50 -3.44 -1.31
H 6.40 -2.14 -0.55
H 3.79 -2.49 0.74
H 3.62 -2.18 -1.05
H 4.12 -0.16 -2.01
H 4.78 1.18 -1.04
H 5.85 -0.09 -1.60
H 0.78 -0.39 2.20
H 2.31 -1.10 2.63
H 1.60 -2.30 0.04
H 1.54 -3.02 1.63
H 0.10 -2.21 1.07
H 2.41 1.18 -0.84
H 1.76 -0.43 -1.06
H 0.26 1.92 -0.86
H 0.35 1.53 0.84
H -1.56 0.64 1.64
H -3.40 -0.94 1.58
H -3.72 -2.38 -0.40
H -2.17 -2.22 -2.27
H -0.25 -0.60 -2.22
H 7.59 -0.63 2.92
H 6.04 -1.46 2.92
H 6.27 -0.16 4.07
H 6.23 1.56 0.42
H 1.87 3.00 4.20
H 3.39 3.83 4.42
H 2.25 4.49 3.24
C -6.18 4.25 1.76
C -6.37 3.34 0.54
C -5.12 2.47 0.41
S -4.46 2.30 2.07
O -3.17 2.95 2.13
O -4.64 0.93 2.51
C -5.67 3.34 2.87
H -7.11 4.74 2.05
H -5.44 5.02 1.54
H -7.25 2.70 0.69
H -6.54 3.92 -0.37
H -5.34 1.49 0.00
H -4.36 2.96 -0.21
H -5.20 3.87 3.69
H -6.46 2.69 3.25
C -5.39 -1.78 -5.14
C -5.22 -0.55 -6.04
C -6.02 0.59 -5.41
S -6.05 0.27 -3.64
O -7.41 0.01 -3.24
O -5.23 1.25 -2.96
C -5.17 -1.28 -3.71
H -4.69 -2.58 -5.40
H -6.40 -2.18 -5.24
H -4.17 -0.28 -6.09
H -5.56 -0.75 -7.06
H -5.55 1.56 -5.58
H -7.05 0.61 -5.76
H -5.55 -1.96 -2.95
H -4.11 -1.07 -3.53
*
```

=====

Molecular formula: C28H49BrNP3Sn
Method: DFT, the ωB97M-V functional and the def2-TZVPD basis

The energy relative to the best compared isomer or geometry (same formula, charge and spin) comes out at 1.172 eV. For the orbital gap (spin up / spin down), the calculation gives 6.246 / 5.664 eV. The calculation puts the LUMO energy (spin up / spin down) at -6.43 / -6.08 eV. As for the total energy: -4962.80038 Ha.

ORCA input file:
```
! RIJCOSX wB97M-V def2-TZVPD def2/J DEFGRID3
* xyz 2 1
N 5.71 4.02 2.86
C 4.58 4.28 3.51
C 3.34 3.78 3.09
C 3.24 2.88 1.98
C 4.47 2.68 1.28
C 5.65 3.27 1.75
C 1.94 2.35 1.62
Sn -0.14 0.29 0.13
P -0.91 -2.12 -0.16
C 1.75 0.95 1.19
C 1.71 -0.13 2.27
C 2.39 -1.36 2.13
C 2.38 -2.28 3.17
C 1.47 -2.11 4.21
C 0.89 -0.87 4.44
C 0.88 0.05 3.39
Br 1.35 -3.40 5.51
H 1.09 3.04 1.78
H 2.33 0.62 0.29
H 2.45 4.07 3.65
H 4.53 2.13 0.35
H 4.65 4.90 4.42
H 6.61 3.11 1.26
H 2.94 -1.61 1.21
H 0.26 0.94 3.46
H 3.05 -3.13 3.22
H 0.41 -0.66 5.40
P 0.10 0.66 -2.62
C -1.39 -2.95 1.44
C -1.37 -4.48 1.50
H -2.41 -2.60 1.67
H -0.72 -2.54 2.21
H -1.63 -4.81 2.51
H -2.10 -4.96 0.84
H -0.38 -4.89 1.28
C 0.33 -3.30 -0.91
C -0.23 -4.58 -1.54
H 1.05 -3.58 -0.12
H 0.89 -2.74 -1.67
H 0.59 -5.17 -1.97
H -0.71 -5.25 -0.83
H -0.94 -4.37 -2.34
C -2.42 -2.21 -1.23
C -3.36 -3.39 -0.99
H -2.14 -2.18 -2.29
H -2.98 -1.27 -1.04
H -4.21 -3.38 -1.68
H -2.89 -4.37 -1.15
H -3.75 -3.38 0.04
C -1.50 1.00 -3.51
C -1.77 2.03 -4.62
H -2.19 1.25 -2.69
H -1.78 0.01 -3.90
H -1.82 3.07 -4.28
H -1.04 2.03 -5.45
H -2.75 1.79 -5.06
C 0.85 -0.71 -3.64
C 2.32 -0.96 -3.23
H 0.74 -0.44 -4.71
H 0.27 -1.63 -3.47
H 2.93 -0.08 -3.47
H 2.44 -1.16 -2.15
H 2.71 -1.83 -3.78
C 1.05 2.18 -2.88
C 0.51 3.41 -2.13
H 1.13 2.34 -3.97
H 2.06 1.97 -2.52
H 1.27 4.20 -2.15
H -0.40 3.80 -2.60
H 0.29 3.22 -1.07
C -2.26 3.06 1.23
P -2.68 1.35 0.75
C -3.70 0.84 2.17
C -3.98 1.65 -0.50
H -1.94 3.09 2.27
H -3.17 3.67 1.11
H -1.47 3.47 0.59
H -4.46 1.61 2.33
H -4.19 -0.12 1.96
H -3.08 0.76 3.07
H -4.82 2.13 0.02
H -3.61 2.33 -1.28
H -4.33 0.71 -0.94
*
```

=====

Copy entry 1 word for word.
Molecular formula: C28H48O10S
Method: DFT, the ωB97M-V functional and the def2-TZVPD basis

For the orbital gap, the calculation gives 9.129 eV. The calculation puts the LUMO energy at 0.33 eV. As for the total energy: -2246.05315 Ha.

ORCA input file:
```
! RIJCOSX wB97M-V def2-TZVPD def2/J DEFGRID3
* xyz 0 1
C 8.57 1.17 0.55
C 7.73 -0.01 -0.18
C 8.23 -0.66 -1.51
C 7.33 -1.74 -2.16
C 5.98 -2.20 -1.53
C 5.55 -1.52 -0.21
C 4.14 -1.87 0.52
C 3.18 -0.61 0.16
C 2.56 -0.79 -1.31
O 1.21 -0.19 -1.16
S 1.24 0.86 0.18
O 1.93 2.14 -0.22
O -0.11 0.94 0.81
O 2.18 -0.21 1.13
C 6.40 -0.41 0.51
H 8.41 2.10 -0.10
H 8.14 1.41 1.58
H 9.69 0.93 0.59
H 9.22 -0.34 -1.96
H 7.69 -2.19 -3.15
H 5.31 -3.00 -2.01
H 3.72 -2.84 0.09
H 4.28 -1.90 1.66
H 3.83 0.34 0.06
H 2.53 -1.86 -1.74
H 3.07 -0.02 -2.00
H 6.03 0.08 1.48
C -1.81 -1.31 -5.22
C -0.89 -2.21 -4.44
O -0.16 -3.01 -5.01
C -0.90 -2.09 -2.94
H -1.70 -1.51 -6.28
H -2.85 -1.51 -4.93
H -1.56 -0.27 -5.02
H -1.89 -2.33 -2.56
H -0.61 -1.08 -2.65
H -0.18 -2.80 -2.52
C -2.10 2.99 1.99
C -2.68 3.87 3.07
O -2.03 4.17 4.05
C -4.08 4.37 2.88
H -1.08 2.70 2.26
H -2.71 2.09 1.89
H -2.07 3.53 1.04
H -4.77 3.53 2.82
H -4.14 4.98 1.97
H -4.36 4.99 3.73
C -5.75 -3.05 -4.09
C -5.44 -1.80 -3.31
O -4.52 -1.07 -3.63
C -6.31 -1.48 -2.13
H -5.05 -3.15 -4.91
H -5.66 -3.92 -3.44
H -6.76 -2.99 -4.50
H -6.24 -2.28 -1.39
H -7.34 -1.34 -2.45
H -5.96 -0.55 -1.67
C -3.08 -0.46 0.05
C -3.62 -1.76 0.58
O -4.80 -2.04 0.50
C -2.64 -2.70 1.22
H -3.90 0.12 -0.38
H -2.64 0.12 0.86
H -2.34 -0.66 -0.73
H -2.17 -2.22 2.09
H -1.87 -3.00 0.50
H -3.16 -3.60 1.56
C -8.67 6.07 1.16
C -7.36 5.40 0.85
O -7.02 4.37 1.41
C -6.47 6.05 -0.18
H -9.20 5.49 1.92
H -8.49 7.08 1.55
H -9.28 6.12 0.26
H -6.19 7.05 0.15
H -6.99 6.09 -1.14
H -5.56 5.46 -0.30
C 7.77 -3.77 4.48
C 6.71 -2.84 3.96
O 6.32 -2.92 2.81
C 6.15 -1.82 4.91
H 8.08 -4.45 3.69
H 8.64 -3.20 4.81
H 7.37 -4.36 5.31
H 6.95 -1.16 5.26
H 5.68 -2.32 5.76
H 5.39 -1.22 4.40
*
```

=====

> What is the formula in the first record?

C28H48O10S